ORCA calculation (ωB97M-V/def2-TZVPD) on a molecular structure, C16H26AsBaI2N4O.

Positions of all 51 atoms, in Å:
Ba1 0.165 -0.016 -0.499
N1 -0.947 -2.472 0.705
C1 -0.866 -3.536 -0.315
C2 -1.559 -3.118 -1.603
N2 -0.951 -1.955 -2.273
C3 -0.026 -2.286 -3.374
C4 1.442 -2.372 -2.968
N3 1.978 -1.045 -2.599
H1 -0.492 -2.788 1.556
H2 -1.920 -2.322 0.956
H3 -1.329 -4.472 0.011
H4 0.189 -3.746 -0.500
H5 -2.597 -2.869 -1.365
H6 -1.593 -3.983 -2.274
H7 -1.692 -1.372 -2.647
H8 -0.125 -1.510 -4.137
H9 -0.307 -3.231 -3.850
H10 1.981 -2.825 -3.805
H11 1.563 -3.037 -2.111
H12 1.889 -0.425 -3.400
H13 2.975 -1.120 -2.425
I1 -2.301 3.124 -4.105
C5 -2.522 3.435 -2.035
C6 -3.243 4.528 -1.538
C7 -3.381 4.706 -0.188
I2 -4.486 6.382 0.480
C8 -2.800 3.802 0.726
C9 -2.886 3.897 2.134
C10 -2.278 2.964 2.923
C11 -1.568 1.918 2.317
N4 -1.456 1.778 1.014
C12 -2.068 2.704 0.206
C13 -1.921 2.492 -1.211
O1 -1.241 1.465 -1.635
H14 -3.694 5.233 -2.223
H15 -3.437 4.715 2.578
H16 -2.336 3.023 4.001
H17 -1.074 1.170 2.931
C14 2.326 -0.295 3.623
As1 2.711 -0.459 1.720
C15 3.753 -2.108 1.738
C16 4.166 0.829 1.588
H18 3.247 -0.390 4.199
H19 1.629 -1.069 3.940
H20 1.882 0.679 3.824
H21 4.544 -2.029 2.484
H22 4.203 -2.277 0.761
H23 3.118 -2.958 1.984
H24 4.909 0.644 2.364
H25 3.776 1.839 1.705
H26 4.648 0.754 0.614

The calculation puts the LUMO energy at -2.5 eV. Its total charge is +1. For the relative energy (zero: lowest compared OMol25 entry of this formula, charge and spin), the calculation gives 0.1722 eV. The calculation puts the HOMO energy at -9.61 eV. For the total energy, the calculation gives -3776.10319 hartree.

=====

ORCA calculation (ωB97M-V/def2-TZVPD) on 2 unconnected molecules or ions with the total composition C16H26BNO2 at a distorted geometry.

Positions of all 46 atoms, in Å:
C1 3.470 2.002 2.658
C2 2.817 1.462 1.407
C3 1.839 2.374 0.713
N1 3.140 0.302 1.003
B1 2.503 -0.237 -0.167
C4 1.547 -1.474 -0.122
C5 0.940 -1.789 1.259
C6 1.183 -3.248 1.705
O1 -0.464 -1.544 1.192
C7 -0.949 -0.583 2.100
C8 -1.389 0.697 1.417
C9 -1.703 1.820 2.183
C10 -2.139 2.990 1.572
C11 -2.256 3.021 0.186
C12 -1.921 1.910 -0.585
C13 -1.481 0.741 0.031
H1 2.810 2.685 3.179
H2 3.693 1.160 3.300
H3 4.390 2.508 2.373
H4 2.157 2.601 -0.301
H5 0.827 1.974 0.707
H6 1.784 3.321 1.242
H7 2.745 0.266 -1.233
H8 2.122 -2.329 -0.487
H9 0.750 -1.339 -0.851
H10 1.429 -1.145 1.986
H11 1.792 -3.255 2.603
H12 0.235 -3.721 1.938
H13 1.649 -3.832 0.919
H14 -0.242 -0.362 2.900
H15 -1.833 -1.008 2.582
H16 -1.606 1.786 3.259
H17 -2.399 3.860 2.152
H18 -2.613 3.907 -0.317
H19 -2.013 1.962 -1.658
H20 -1.226 -0.108 -0.577
C14 -2.401 -1.968 -2.829
C15 -1.990 -1.115 -4.004
C16 -1.505 -1.833 -5.240
O2 -2.042 0.091 -3.948
H21 -2.726 -1.322 -2.018
H22 -3.219 -2.635 -3.104
H23 -1.551 -2.566 -2.493
H24 -2.290 -2.484 -5.626
H25 -0.628 -2.436 -5.002
H26 -1.240 -1.103 -6.002

The calculation puts the LUMO energy at 0.8 eV. The calculation puts the HOMO energy at -9.04 eV. For the total energy, the calculation gives -855.33610 hartree. Its structure (SMILES) is CC(C)=NBC[C@H](C)OCc1ccccc1.CC(C)=O.

=====

ORCA calculation (ωB97M-V/def2-TZVPD) on 6 unconnected molecules or ions with the total composition C16H26Br4NO12 at a distorted geometry.

Positions of all 59 atoms, in Å:
N1 -1.449 1.321 0.666
O1 -0.381 0.824 0.174
O2 -1.548 2.581 0.814
O3 -2.433 0.572 0.902
Br1 0.960 2.619 -3.849
C1 -0.614 2.018 -2.799
C2 -0.649 0.529 -2.734
Br2 -0.811 -0.275 -4.544
H1 -1.486 2.473 -3.247
H2 -0.431 2.421 -1.806
H3 -1.482 0.127 -2.156
H4 0.192 0.028 -2.264
Br3 0.670 0.009 5.463
C3 -0.203 -0.695 3.854
C4 0.443 -2.012 3.477
Br4 -0.378 -2.611 1.794
H5 -0.131 0.021 3.043
H6 -1.256 -0.847 4.069
H7 0.247 -2.792 4.197
H8 1.472 -1.831 3.193
C5 0.513 4.196 3.580
C6 1.048 3.047 2.777
C7 1.746 3.428 1.446
O4 3.010 2.808 1.477
C8 3.163 2.157 2.671
O5 4.134 1.505 2.946
O6 2.177 2.495 3.495
H9 -0.493 4.494 3.309
H10 1.153 5.059 3.350
H11 0.696 4.038 4.641
H12 0.389 2.210 2.589
H13 1.794 4.520 1.432
H14 1.115 3.116 0.622
C9 2.931 -1.424 0.283
C10 2.328 -0.782 -0.942
C11 2.945 0.585 -1.353
O7 3.716 0.277 -2.493
C12 3.294 -0.895 -3.009
O8 3.614 -1.270 -4.070
O9 2.547 -1.573 -2.137
H15 2.479 -2.402 0.436
H16 2.787 -0.739 1.122
H17 4.019 -1.522 0.190
H18 1.257 -0.660 -0.760
H19 3.506 0.955 -0.497
H20 2.134 1.300 -1.506
C13 -2.919 -2.416 -0.828
C14 -3.223 -3.034 -2.173
C15 -4.308 -4.130 -2.200
O10 -5.136 -3.748 -3.294
C16 -4.736 -2.557 -3.815
O11 -5.192 -2.074 -4.791
O12 -3.754 -2.044 -3.047
H21 -2.870 -3.146 -0.016
H22 -3.657 -1.656 -0.567
H23 -1.940 -1.934 -0.830
H24 -2.274 -3.413 -2.567
H25 -4.904 -4.179 -1.292
H26 -3.817 -5.075 -2.425

The calculation puts the LUMO energy at 2.2 eV. Its total charge is -1. For the relative energy (zero: lowest compared OMol25 entry of this formula, charge and spin), the calculation gives 0.5316 eV. The calculation puts the HOMO energy at -6.48 eV. For the total energy, the calculation gives -11879.00578 hartree.

=====

ORCA calculation (ωB97M-V/def2-TZVPD) on a molecular structure, C16H26FO11S at a distorted geometry.

Positions of all 55 atoms, in Å:
F1 9.042 37.819 6.450
C1 10.185 34.028 4.657
C2 9.288 34.364 5.876
C3 7.809 34.719 5.488
O1 7.181 34.171 6.608
C4 7.818 33.153 7.148
O2 7.364 32.344 7.952
O3 9.123 33.201 6.670
H1 10.145 34.918 3.887
H2 9.806 33.179 4.146
H3 11.187 33.999 5.070
H4 9.766 35.105 6.473
H5 7.230 34.411 4.423
H6 7.718 35.915 5.272
C5 11.185 38.434 8.830
C6 10.714 38.337 10.294
C7 9.244 37.820 10.506
O4 9.398 36.937 11.623
C8 10.716 36.672 11.859
O5 11.133 36.061 12.850
O6 11.373 37.355 11.084
H7 11.215 37.443 8.364
H8 12.132 38.879 8.726
H9 10.737 39.053 8.260
H10 10.601 39.258 10.849
H11 8.725 37.151 9.789
H12 8.494 38.546 10.685
C9 11.707 40.077 5.052
C10 11.664 38.641 4.372
C11 10.638 38.423 3.246
O7 11.394 38.311 2.044
C12 12.622 38.260 2.382
O8 13.595 37.938 1.525
O9 12.847 38.498 3.669
H13 12.374 40.217 5.801
H14 10.704 40.223 5.618
H15 11.878 40.861 4.473
H16 11.608 37.881 5.202
H17 10.081 39.447 3.086
H18 9.998 37.778 3.467
C13 4.385 37.418 8.215
C14 3.826 38.150 9.368
C15 4.069 39.687 9.112
S1 5.765 39.699 8.437
O10 6.577 40.114 9.592
O11 5.656 40.445 7.332
C16 5.852 37.905 8.008
H19 3.780 37.627 7.445
H20 4.490 36.477 8.283
H21 4.635 37.958 10.481
H22 2.779 38.001 9.366
H23 4.293 40.451 10.044
H24 3.430 39.893 8.373
H25 6.468 37.789 8.760
H26 6.406 37.817 7.015

The calculation puts the LUMO energy at 2.4 eV. Its total charge is -1. For the relative energy (zero: lowest compared OMol25 entry of this formula, charge and spin), the calculation gives 2.6027 eV. The calculation puts the HOMO energy at -5.99 eV. For the total energy, the calculation gives -1950.75368 hartree.

=====

What is the formula in the fourth record? C16H26FO11S